The following is a DFT calculation (ωB97M-V with the def2-TZVPD basis set) of a structure of composition C24H57N7O10SZn in a non-equilibrium geometry.

Geometry as XYZ:
```
100
C24H57N7O10SZn ωB97M-V with the def2-TZVPD basis set
Zn 0.836 0.055 -0.921
S 0.124 -2.457 -2.916
O -1.181 -2.920 -2.634
O -0.129 -2.334 -4.357
O 0.348 -1.233 -2.152
O 1.173 -3.478 -2.775
C -1.932 1.040 6.691
C -2.294 1.068 5.166
N -1.926 -0.199 4.444
C -2.800 -1.368 4.807
C -3.973 -1.418 3.863
C -0.583 -0.738 4.527
C 0.550 0.245 4.436
H -1.953 2.046 7.110
H -0.901 0.740 6.880
H -2.571 0.413 7.313
H -3.300 1.377 4.881
H -1.656 1.831 4.719
H -2.428 -2.333 4.462
H -2.853 -1.456 5.892
H -4.394 -0.415 3.930
H -3.698 -1.603 2.824
H -4.661 -2.143 4.298
H -0.471 -1.605 3.875
H -0.550 -1.088 5.559
H 1.514 -0.163 4.738
H 0.456 1.194 4.964
H 0.745 0.444 3.383
C -1.599 3.015 -2.377
C -0.415 2.225 -2.778
O 0.199 1.622 -1.970
N -0.091 2.329 -4.030
C 1.238 1.760 -4.470
H -2.503 2.470 -2.649
H -1.625 3.930 -2.969
H -1.715 3.063 -1.294
H -0.658 2.898 -4.643
H 1.357 0.687 -4.325
H 2.094 2.273 -4.030
H 1.290 1.859 -5.554
C -2.449 -2.131 0.303
C -1.994 -0.705 0.475
O -1.008 -0.205 -0.027
N -2.828 0.009 1.157
C -2.842 1.482 1.266
H -1.683 -2.766 0.749
H -2.436 -2.255 -0.780
H -3.378 -2.355 0.827
H -3.683 -0.501 1.327
H -1.825 1.830 1.081
H -3.062 1.902 2.248
H -3.601 1.869 0.586
C 4.467 2.230 -1.930
C 3.775 0.946 -2.234
O 2.668 0.646 -1.768
N 4.534 -0.004 -2.834
C 4.173 -1.418 -2.923
H 4.685 2.341 -0.867
H 3.797 3.002 -2.307
H 5.384 2.514 -2.448
H 5.375 0.337 -3.278
H 3.218 -1.773 -2.535
H 4.818 -1.996 -2.261
H 4.223 -1.588 -3.999
C -1.985 0.216 -6.281
C -2.778 -0.442 -5.087
O -2.690 -1.635 -4.818
N -3.341 0.415 -4.294
C -4.159 0.050 -3.168
H -1.691 1.264 -6.242
H -2.660 0.165 -7.135
H -1.164 -0.421 -6.609
H -3.140 1.399 -4.400
H -4.348 0.906 -2.521
H -3.623 -0.697 -2.582
H -5.101 -0.422 -3.447
C 2.258 -2.599 2.142
C 1.787 -2.616 0.706
O 1.458 -1.529 0.242
N 1.800 -3.663 -0.110
C 2.390 -4.918 0.266
H 2.482 -3.527 2.667
H 1.437 -2.042 2.595
H 3.129 -1.944 2.147
H 1.390 -3.567 -1.028
H 1.729 -5.607 0.791
H 3.253 -4.691 0.893
H 2.808 -5.386 -0.626
C 1.707 3.926 0.495
C 1.969 2.477 0.941
O 1.197 1.589 0.572
N 3.063 2.189 1.516
C 3.556 0.870 1.903
H 1.129 4.519 1.203
H 1.157 3.847 -0.443
H 2.655 4.407 0.254
H 3.764 2.896 1.686
H 3.480 0.167 1.073
H 3.074 0.486 2.802
H 4.617 0.875 2.149
```

## Properties
Largest force on an atom, eV/A: 6.89
Energy relative to the best compared isomer or geometry (same formula, charge and spin), kJ/mol: 489.9
HOMO level, eV: -4.9
E_LUMO, eV: -0.23
Calculated total energy, Eh: -4261.8339
Gap between HOMO and LUMO, Ha: 0.17002

These are the Löwdin partial charges, in e, on atoms 1 to 5: atom 1 (Zn): 0.59, atom 2 (S): 0.18, atom 3 (O): -0.35, atom 4 (O): -0.39, atom 5 (O): -0.38